1:
The following is a DFT calculation (the ωB97M-V functional and the def2-TZVPD basis) of CH2N2O3Si as an isolated structure.

As for the lowest unoccupied orbital energy: -0.0531 Eh. The HOMO energy comes out at -0.427 Eh. The orbital gap is 0.3742 Ha.

CARTESIAN COORDINATES (ANGSTROEM)
O (-0.14, 1.72, 0.98)
O (0.45, 2.14, -1.11)
N (0.02, 1.44, -0.22)
C (1.68, -1.48, 0.33)
N (2.76, -1.87, 0.37)
H (-0.69, -1.10, -1.68)
O (-1.70, -0.51, 0.46)
Si (-0.42, -0.37, -0.43)
H (-1.98, 0.03, 1.29)

2:
The following is a DFT calculation (the ωB97M-V functional and the def2-TZVPD basis) of one molecule with the formula CH2N2O3Si.

As for the lowest unoccupied orbital energy: -0.1397 Eh. The HOMO energy comes out at -0.404 Eh. The orbital gap is 0.2642 Ha.

CARTESIAN COORDINATES (ANGSTROEM)
O (-1.31, -0.93, 1.01)
H (2.63, -0.28, -0.49)
O (-0.51, -1.11, -1.71)
C (-0.55, 1.43, -0.09)
O (1.03, 0.11, 0.42)
N (2.27, 0.25, 0.24)
N (-0.95, 2.49, -0.02)
H (-2.14, -1.48, 0.99)
Si (-0.47, -0.48, -0.36)

2 is the most stable structure; the next one sits 0.0303 hartree above it.